1.
C7H7O2Si | ωB97M-V/def2-TZVPD

ORCA input file:
```
! wB97M-V def2-TZVPD RIJCOSX def2/J DEFGRID3
* xyz -1 1
C -2.6422 0.1961 -0.6880
C -2.1454 0.9780 0.3670
C -1.7345 -0.6320 -1.3524
C -0.8258 0.8939 0.7446
C -0.4591 -0.7982 -0.8295
C 0.0479 -0.0902 0.2752
C 3.4125 0.0862 -0.3080
O 3.0909 0.0670 -1.4913
O 4.4254 0.0366 0.3656
Si 1.8037 -0.3131 1.0616
H -3.7086 0.2418 -0.9879
H -2.8002 1.6865 0.8558
H -2.1231 -1.0443 -2.2898
H -0.4542 1.4103 1.5051
H 0.1202 -1.4774 -1.2835
H 2.3048 0.4462 2.2109
H 1.6878 -1.6872 1.8447
*
```

Calculated values
**Kohn-Sham gap**: 6.65 eV
**SMILES**: O=C([O-])[SiH2]c1ccccc1
**Relative energy (zero: lowest compared OMol25 entry of this formula, charge and spin)**: 0.0 kcal/mol
**Strongest force on any atom**: 4.35 eV/Å
**DFT total energy**: -710.9268 Eh
**HOMO level**: -3.24 eV

***

2.
C7H8 | ωB97M-V/def2-TZVPD

ORCA input file:
```
! wB97M-V def2-TZVPD RIJCOSX def2/J DEFGRID3
* xyz 0 1
C -4.5726 0.3479 -0.3507
C -3.4332 0.0106 -0.2276
C 0.2781 -1.3068 1.0488
C -0.5299 -0.6321 0.3247
C 0.8345 -0.1296 0.0849
C 1.5692 -0.5309 -1.1613
C 1.2985 1.1376 0.7437
H -5.5831 0.6249 -0.4941
H 0.6031 -2.0289 1.7523
H 1.2138 -1.4924 -1.5265
H 2.6417 -0.5935 -0.9772
H 1.4090 0.2104 -1.9454
H 1.4058 1.9303 0.0064
H 2.2725 0.9916 1.2167
H 0.5925 1.4609 1.5053
*
```

Calculated values
**Kohn-Sham gap (alpha / beta)**: 6.91 / 8.96 eV
**Relative energy (zero: lowest compared OMol25 entry of this formula, charge and spin)**: 231.0 kcal/mol
**Strongest force on any atom**: 1.67 eV/Å
**DFT total energy**: -271.1633 Eh
**HOMO level (alpha / beta)**: -8.78 / -10.18 eV

***

3.
C7H8 | ωB97M-V/def2-TZVPD

ORCA input file:
```
! wB97M-V def2-TZVPD RIJCOSX def2/J DEFGRID3
* xyz 0 1
C -1.6617 1.2908 -0.5567
C -0.7896 -0.9300 0.2285
C -0.5296 0.2934 -0.4180
C 0.7767 0.6735 -0.6670
C 1.7476 0.1532 0.2396
C 1.5007 -1.0775 0.8073
C 0.2965 -1.7478 0.5323
H -1.8863 1.4280 -1.6183
H -1.3236 2.2663 -0.1899
H -2.5240 1.1121 0.0807
H -1.8027 -1.2610 0.3932
H 1.2288 1.3770 -1.3570
H 2.5598 0.7939 0.5277
H 2.1992 -1.5489 1.4780
H 0.2082 -2.8228 0.5194
*
```

Calculated values
**Kohn-Sham gap**: 9.51 eV
**SMILES**: Cc1ccccc1
**Relative energy (zero: lowest compared OMol25 entry of this formula, charge and spin)**: 34.6 kcal/mol
**Strongest force on any atom**: 2.47 eV/Å
**DFT total energy**: -271.4764 Eh
**HOMO level**: -8.62 eV

***

4.
C7H8 | ωB97M-V/def2-TZVPD

ORCA input file:
```
! wB97M-V def2-TZVPD RIJCOSX def2/J DEFGRID3
* xyz 0 1
C -0.2052 -1.4610 -0.4289
C -0.5338 -0.0523 -0.0663
C 0.3661 1.0391 -0.6266
C 1.7941 0.8572 -0.3397
C 2.9565 0.6824 -0.0796
C -1.4580 0.2679 0.9012
C -2.4715 -0.0413 1.7369
H 0.1356 -1.5263 -1.4657
H 0.6187 -1.8263 0.2029
H -1.0677 -2.1095 -0.2603
H -0.6578 0.8519 1.4292
H 0.2184 1.0316 -1.7170
H 0.0314 2.0259 -0.2805
H 3.9885 0.5293 0.1479
H -3.4835 -0.1129 1.3089
*
```

Calculated values
**Kohn-Sham gap (alpha / beta)**: 7.66 / 7.37 eV
**Relative energy (zero: lowest compared OMol25 entry of this formula, charge and spin)**: 164.7 kcal/mol
**Strongest force on any atom**: 0.91 eV/Å
**DFT total energy**: -271.2689 Eh
**HOMO level (alpha / beta)**: -8.02 / -7.65 eV

***

5.
C7H8 | ωB97M-V/def2-TZVPD

ORCA input file:
```
! wB97M-V def2-TZVPD RIJCOSX def2/J DEFGRID3
* xyz 0 1
C -0.1289 -1.5589 -0.5539
C -0.2737 -0.1188 -0.1034
C 0.2198 0.9692 -0.9557
C 1.0050 0.6590 0.3603
C 2.2730 0.0917 0.0524
C -1.4285 0.1604 0.7284
C -2.3957 0.3669 1.4173
H -0.9969 -1.8433 -1.1573
H 0.7849 -1.6761 -1.1388
H -0.0746 -2.2238 0.3137
H 0.8046 1.3803 1.1553
H 0.7235 0.7056 -1.8790
H -0.2882 1.9277 -0.9422
H 3.0295 0.6111 0.6774
H -3.2536 0.5490 2.0256
*
```

Calculated values
**Kohn-Sham gap**: 8.36 eV
**Relative energy (zero: lowest compared OMol25 entry of this formula, charge and spin)**: 143.1 kcal/mol
**Strongest force on any atom**: 0.57 eV/Å
**DFT total energy**: -271.3034 Eh
**HOMO level**: -8.49 eV

***

6.
C7H8 | ωB97M-V/def2-TZVPD

ORCA input file:
```
! wB97M-V def2-TZVPD RIJCOSX def2/J DEFGRID3
* xyz 0 1
C -3.0518 -0.0492 0.0030
C -4.1914 -0.7548 0.0407
C -0.8756 1.3838 -0.0303
C 0.5558 1.0424 -0.0129
C 1.1787 -0.1800 -0.0524
C -2.0087 0.6796 -0.0441
C 2.6893 -0.5755 0.0424
H -5.0180 -0.2313 0.3898
H -4.1551 -1.7155 -0.2498
H -1.1234 2.3980 0.1398
H 1.0274 2.0192 0.1083
H 0.4975 -1.0876 -0.2941
H 3.0034 -0.3607 1.0196
H 3.2386 0.1027 -0.5279
H 2.9254 -1.5744 -0.1558
*
```

Calculated values
**Kohn-Sham gap**: 7.84 eV
**SMILES**: C=C=C=C/C=C/C
**Relative energy (zero: lowest compared OMol25 entry of this formula, charge and spin)**: 100.9 kcal/mol
**Strongest force on any atom**: 4.81 eV/Å
**DFT total energy**: -271.3706 Eh
**HOMO level**: -8.03 eV

***

7.
C7H8 | ωB97M-V/def2-TZVPD

ORCA input file:
```
! wB97M-V def2-TZVPD RIJCOSX def2/J DEFGRID3
* xyz 0 1
C 1.5024 0.5175 -0.4513
C 0.2479 -0.1713 0.0500
C -0.6833 -0.8165 -0.8831
C -1.1367 0.5201 -0.2107
C -1.1661 1.5786 -1.1631
C 0.3615 -0.7692 1.3677
C 0.4928 -1.2860 2.4478
H 2.3257 -0.2016 -0.5134
H 1.3174 0.9608 -1.4305
H 1.7922 1.3154 0.2402
H -1.8480 0.3752 0.6054
H -0.4680 -0.7671 -1.9449
H -1.2479 -1.6801 -0.5447
H -2.0946 2.1604 -0.9790
H 0.6048 -1.7363 3.4096
*
```

Calculated values
**Kohn-Sham gap**: 8.35 eV
**Relative energy (zero: lowest compared OMol25 entry of this formula, charge and spin)**: 143.3 kcal/mol
**Strongest force on any atom**: 0.50 eV/Å
**DFT total energy**: -271.3031 Eh
**HOMO level**: -8.50 eV

***

8.
C7H8 | ωB97M-V/def2-TZVPD

ORCA input file:
```
! wB97M-V def2-TZVPD RIJCOSX def2/J DEFGRID3
* xyz 0 1
C -1.0568 -0.7264 -1.0611
C -0.2336 0.0376 -0.0111
C -1.0326 0.2380 1.2871
C 1.0844 -0.6205 0.2429
C 2.2800 -0.7780 0.2911
C 0.3611 1.3042 -0.5378
C 1.1107 2.2350 -0.9291
H -0.4937 -0.8375 -1.9907
H -1.9839 -0.1866 -1.2792
H -1.3171 -1.7193 -0.6788
H -1.2989 -0.7350 1.7137
H -0.4500 0.8026 2.0188
H -1.9561 0.7882 1.0798
H 3.3393 -0.9076 0.3294
H 1.6472 1.1054 -0.4750
*
```

Calculated values
**Kohn-Sham gap**: 10.69 eV
**Relative energy (zero: lowest compared OMol25 entry of this formula, charge and spin)**: 148.2 kcal/mol
**Strongest force on any atom**: 1.94 eV/Å
**DFT total energy**: -271.2953 Eh
**HOMO level**: -10.22 eV

***

9.
C7H8AlBr5Cl2N2NaO5PS | ωB97M-V/def2-TZVPD

ORCA input file:
```
! wB97M-V def2-TZVPD RIJCOSX def2/J DEFGRID3
* xyz 2 1
N 1.0320 0.5394 0.3567
S 0.4937 1.9735 0.9850
O 0.8068 3.0387 -0.0489
N 1.9157 4.3283 0.4111
O 2.1001 4.3493 1.4946
P -1.8010 1.8469 1.0814
O -2.1394 0.8498 -0.1517
Cl -2.2402 3.6157 0.3389
H 1.5179 0.7010 -0.5246
H 1.7139 0.1542 1.0062
H -3.0421 0.5258 -0.0613
C -0.9104 -3.2261 -1.4824
C -0.9819 -2.1936 -0.6374
C -1.2483 -2.4112 0.7995
O -1.2925 -1.4585 1.5985
C -1.4317 -3.7781 1.2898
C -1.3469 -4.8305 0.4637
C -1.0834 -4.6378 -1.0068
O -1.0303 -5.5684 -1.7695
H -0.7133 -3.1001 -2.5410
H -0.8451 -1.1684 -0.9565
H -1.6087 -3.8920 2.3542
H -1.4523 -5.8532 0.8117
C 4.9384 5.7692 -2.6400
Br 3.6494 4.5247 -1.8417
Br 6.1430 4.8231 -3.7688
Br 4.0143 7.1691 -3.5338
H 5.4962 6.1911 -1.8164
Br -1.3533 -1.5241 4.6052
Na -3.4428 -4.4789 -0.9507
Br -3.4801 -7.1017 0.5012
Al -3.0422 -0.9496 2.9338
Cl 0.6645 5.7726 2.7001
*
```

Calculated values
**Kohn-Sham gap**: 1.58 eV
**Relative energy (zero: lowest compared OMol25 entry of this formula, charge and spin)**: 0.0 kcal/mol
**Strongest force on any atom**: 2.64 eV/Å
**DFT total energy**: -15691.1145 Eh
**HOMO level**: -13.61 eV

***

10.
C7H8AlF9O10S3 | ωB97M-V/def2-TZVPD

ORCA input file:
```
! wB97M-V def2-TZVPD RIJCOSX def2/J DEFGRID3
* xyz 0 1
Al 0.9420 1.3803 -0.7663
C -3.6109 -0.4627 -3.3068
F -3.5696 0.3906 -4.3136
F -4.8360 -0.8969 -3.0765
F -2.8297 -1.4993 -3.5746
S -3.0074 0.4494 -1.7867
O -3.5422 1.7689 -1.9800
O -3.5640 -0.2564 -0.6292
O -1.5582 0.3823 -1.7598
C -3.4314 4.1829 0.0165
F -4.7110 4.0285 -0.1086
F -2.8319 4.4109 -1.1461
F -3.1830 5.2663 0.7879
S -2.6135 2.7740 0.9542
O -1.3207 2.5868 0.3263
O -2.5892 3.1927 2.3238
O -3.4577 1.5663 0.8247
C 0.2128 -3.2555 1.0596
F 1.3002 -2.5805 1.4439
F 0.5375 -4.3358 0.3849
F -0.4447 -3.6212 2.1638
S -0.9030 -2.1231 0.0707
O 0.0055 -1.1185 -0.4736
O -1.5678 -2.9301 -0.9143
O -1.8020 -1.5119 1.0419
C 4.6489 -0.1035 1.6659
C 4.7904 -1.3322 0.7653
C 3.6541 -1.1354 -0.2409
O 2.6920 -0.2363 0.3685
C 3.1440 0.1397 1.6569
H 5.2006 0.7145 1.1947
H 5.0047 -0.1962 2.6907
H 4.7101 -2.2555 1.3391
H 5.7511 -1.3600 0.2533
H 3.1312 -2.0714 -0.4273
H 4.0060 -0.6537 -1.1519
H 2.6872 -0.4867 2.4290
H 2.9556 1.1888 1.8947
*
```

Calculated values
**Kohn-Sham gap**: 3.66 eV
**Relative energy (zero: lowest compared OMol25 entry of this formula, charge and spin)**: 0.2 kcal/mol
**Strongest force on any atom**: 1.99 eV/Å
**DFT total energy**: -3359.4578 Eh
**HOMO level**: -10.15 eV

***

11.
C7H8BF2O3S8SbY | ωB97M-V/def2-TZVPD

ORCA input file:
```
! wB97M-V def2-TZVPD RIJCOSX def2/J DEFGRID3
* xyz -2 2
Y 0.1749 0.3388 0.6425
S -4.3216 -0.7697 3.5184
Sb -2.9587 0.6517 2.3458
S -0.7610 0.3588 3.2167
S -2.6374 -0.9104 -0.2648
S 2.2420 -1.6375 1.4163
S 3.9471 -0.9894 0.5839
S 4.1806 1.0161 0.6882
S 2.4985 2.0407 0.4292
C 1.1194 -1.3987 -4.0293
S 0.0378 -0.8063 -2.7159
O 1.0232 -0.5573 -1.6081
C -0.3407 0.7763 -3.4467
C 0.5643 1.8171 -3.2962
C 0.2564 3.0491 -3.8466
C -0.9469 3.2321 -4.5175
C -1.8529 2.1887 -4.6339
C -1.5555 0.9496 -4.0825
H 1.8839 -0.6477 -4.2241
H 0.5314 -1.5940 -4.9268
H 1.5714 -2.3200 -3.6660
H 1.4600 1.6604 -2.7085
H 0.9380 3.8801 -3.7174
H -1.1955 4.2066 -4.9210
H -2.8067 2.3456 -5.1223
H -2.2736 0.1387 -4.1104
F -1.0343 -3.1768 -0.5480
B -1.6590 -2.2929 0.2694
F -1.3737 -2.5145 1.5628
O -0.5879 1.5974 -0.8219
O -0.8541 2.1184 0.5343
*
```

Calculated values
**Kohn-Sham gap (alpha / beta)**: 5.19 / 4.32 eV
**Relative energy (zero: lowest compared OMol25 entry of this formula, charge and spin)**: 14.2 kcal/mol
**Strongest force on any atom**: 0.82 eV/Å
**DFT total energy**: -4186.2186 Eh
**HOMO level (alpha / beta)**: -1.20 / -1.16 eV

***

12.
C7H8BrFO | ωB97M-V/def2-TZVPD

ORCA input file:
```
! wB97M-V def2-TZVPD RIJCOSX def2/J DEFGRID3
* xyz 0 1
C -1.7997 -1.4588 0.2339
C -0.6106 -2.0609 0.3588
C -1.3258 0.9415 -0.2344
C -2.1496 -0.0946 -0.0413
C 0.6034 -1.3470 0.0640
C 0.5972 0.1309 -0.2905
C 1.9801 2.0151 0.1297
O 1.4110 0.7915 0.5729
F 1.0423 0.4185 -1.4971
Br -4.0754 0.2429 0.1604
H -2.7207 -1.9087 0.6289
H -0.5654 -3.1078 0.4878
H -1.4317 1.9650 -0.5483
H 1.5296 -1.6216 0.6696
H 1.0623 -1.8300 -0.8548
H 1.3787 2.5334 -0.5430
H 2.9424 1.7766 -0.3430
H 2.1318 2.6141 1.0466
*
```

Calculated values
**Kohn-Sham gap**: 9.26 eV
**Relative energy (zero: lowest compared OMol25 entry of this formula, charge and spin)**: 31.5 kcal/mol
**Strongest force on any atom**: 4.66 eV/Å
**DFT total energy**: -3020.5095 Eh
**HOMO level**: -8.77 eV

***

13.
C7H8BrN2O | ωB97M-V/def2-TZVPD

ORCA input file:
```
! wB97M-V def2-TZVPD RIJCOSX def2/J DEFGRID3
* xyz 1 1
C -1.9721 0.9575 -0.5829
C 1.5552 0.9821 -1.1811
C -2.4599 -0.0761 0.1430
C 0.4903 0.2171 -0.8240
C -0.6112 1.0728 -0.9752
C 1.1738 2.4444 -1.4527
C -0.7891 -1.8623 0.2381
N -1.8415 -1.2497 0.3180
N 0.0737 -2.7826 0.5707
O -0.2331 2.3760 -1.3562
Br 1.6633 -1.7023 3.4028
H -2.5375 1.9089 -0.6946
H 2.5152 0.7220 -1.0081
H -3.3678 -0.2302 0.5470
H 1.6192 3.2385 -0.8036
H 1.6383 2.4069 -2.4432
H 0.8704 -3.0199 -0.0329
H 0.1411 -3.1975 1.5083
H 2.0718 -2.2055 4.6266
*
```

Calculated values
**Kohn-Sham gap (alpha / beta)**: 6.94 / 6.94 eV
**Relative energy (zero: lowest compared OMol25 entry of this formula, charge and spin)**: 117.8 kcal/mol
**Strongest force on any atom**: 5.78 eV/Å
**DFT total energy**: -3029.8518 Eh
**HOMO level (alpha / beta)**: -12.37 / -12.37 eV